Computed, not measured: the molecule C4H5NO, with ωB97M-V with the def2-TZVPD basis set.

Geometry as XYZ:
```
11
Properties=species:S:1:pos:R:3:forces:R:3
C 0.8920 1.9869 0.7038 0.1 0.2 -0.1
C -0.2362 -1.1471 -0.1775 0.0 0.2 0.2
C -1.2059 -1.9151 -0.9040 -0.3 0.0 0.0
O 0.2170 -2.1700 -0.9849 0.2 -0.1 0.0
C 0.2121 -0.2103 0.5926 0.1 0.2 0.1
N 0.6043 0.6953 1.3328 -0.2 -0.5 -0.4
H 1.9202 1.9733 0.3301 -0.1 0.0 0.1
H 0.8065 2.7779 1.4504 0.0 -0.1 -0.1
H 0.2177 2.1940 -0.1351 0.1 0.0 0.1
H -1.7831 -2.6869 -0.3981 0.1 0.1 0.0
H -1.6448 -1.4982 -1.8101 0.1 -0.1 0.1
```
Positions in Å, forces in eV/Å.

The total energy comes out at -285.27967 Ha. The HOMO energy comes out at -8.488 eV. For the orbital gap, the calculation gives 9.4 eV. The relative energy (zero: lowest compared OMol25 entry of this formula, charge and spin) comes out at 354.2 kJ/mol. The structure (SMILES) is CN=C=C1CO1. Its total charge is 0.

Mulliken population analysis, charges in e, atoms 1 to 4: -0.72 0.01 -0.16 -0.40


Computed, not measured: a structure of composition C17H23N6O3STi, with ωB97M-V with the def2-TZVPD basis set.

Geometry as XYZ:
```
51
Properties=species:S:1:pos:R:3:forces:R:3
Ti -0.0712 0.1004 0.2217 -0.3 0.2 -0.1
N -1.3498 -1.0692 -1.1955 0.1 -0.1 0.3
C -0.9697 -2.5224 -1.2782 -0.1 0.1 -0.1
C -0.3947 -2.9026 0.0595 0.1 0.1 0.1
N 0.6626 -1.9148 0.4487 0.2 -0.4 0.0
C 2.0092 -2.1419 -0.1783 -0.1 0.0 0.2
C 2.1214 -1.4444 -1.5152 0.0 0.1 -0.1
N 1.4291 -0.1122 -1.4289 0.0 -0.1 0.1
H -1.3905 -0.6685 -2.1333 0.0 0.0 0.0
H -2.3163 -1.0170 -0.8796 0.0 0.0 0.0
H -1.8394 -3.1298 -1.5245 0.0 0.0 0.0
H -0.2535 -2.6447 -2.0857 0.0 0.0 0.0
H -1.1660 -2.8657 0.8337 0.0 0.0 0.0
H 0.0160 -3.9129 0.0642 0.0 0.0 0.0
H 0.8043 -2.0586 1.4504 0.0 0.0 0.0
H 2.7468 -1.7459 0.5208 0.0 0.0 0.0
H 2.1942 -3.2130 -0.2697 0.0 0.0 0.0
H 3.1699 -1.2934 -1.7684 0.0 0.0 0.0
H 1.6815 -2.0157 -2.3279 0.0 0.0 0.0
H 2.1399 0.6080 -1.2933 0.0 0.0 0.0
H 1.0248 0.1052 -2.3398 0.0 0.0 0.0
O 7.0838 3.6210 0.1347 -0.2 -0.1 -0.1
C 6.3974 2.4803 0.2201 0.3 0.1 0.3
O 6.9330 1.4148 0.2718 -0.1 -0.1 -0.1
C 4.8861 2.5392 0.2630 0.0 -0.1 -0.1
C 4.2580 1.5662 1.0423 0.0 0.1 -0.1
C 2.8827 1.4563 1.0142 0.1 -0.1 0.2
C 2.1363 2.3033 0.1969 -0.3 0.0 0.0
C 2.7448 3.2730 -0.5812 0.2 0.0 -0.1
C 4.1319 3.3955 -0.5267 -0.1 0.0 0.0
N 0.7210 2.0533 0.1356 0.1 -0.1 -0.1
C -0.1471 2.9839 0.0121 -0.2 0.2 0.1
C -1.5686 2.6433 0.0167 0.2 0.0 0.0
C -2.5409 3.6165 0.0003 -0.1 0.0 0.0
C -3.8762 3.2360 0.1503 0.0 0.1 0.0
C -4.1669 1.8989 0.3353 0.0 -0.1 0.0
C -3.1309 0.9732 0.3236 0.1 0.0 0.0
N -1.8536 1.3186 0.1427 0.0 0.2 -0.2
H 6.5362 4.4056 0.2670 0.0 0.0 0.0
H 4.8640 0.9055 1.6481 0.0 0.0 0.0
H 2.3878 0.7404 1.6659 0.0 0.0 0.0
H 2.1778 3.9002 -1.2587 0.0 0.0 0.0
H 4.6159 4.1350 -1.1531 0.0 0.0 0.0
H 0.1438 4.0324 -0.0172 0.0 0.0 0.0
H -2.2655 4.6574 -0.1113 0.0 0.0 0.0
H -4.6640 3.9783 0.1428 0.0 0.0 0.0
H -5.1813 1.5572 0.4907 0.0 0.0 0.0
H -3.3483 -0.0746 0.4955 0.0 0.0 0.0
O 0.4796 -1.7455 3.5052 0.1 -0.2 -0.2
S -0.0535 -0.4152 3.4505 -0.2 0.4 0.4
N -0.2174 0.1716 2.0589 0.2 -0.4 -0.3
```
Positions in Å, forces in eV/Å.

The total energy comes out at -2462.61659 Ha. The HOMO energy comes out at -17.441 eV. For the orbital gap, the calculation gives 5.7 eV. The relative energy (zero: lowest compared OMol25 entry of this formula, charge and spin) comes out at 42.0 kJ/mol. Its total charge is +3.

Mulliken population analysis, charges in e, atoms 1 to 4: -0.06 -0.37 -0.60 -0.68


Computed, not measured: the molecule C28H28N4O6 at a distorted geometry, with ωB97M-V with the def2-TZVPD basis set.

Geometry as XYZ:
```
66
Properties=species:S:1:pos:R:3:forces:R:3
C -2.2780 4.3363 0.8918 0.6 0.4 0.2
C -2.4665 5.4665 1.6806 -0.4 0.3 0.2
C -1.8715 5.5277 2.9674 0.4 -1.8 -1.4
N -2.4397 6.3742 3.9603 -1.0 2.4 2.2
O -1.9967 6.3020 5.1299 -0.6 0.0 -2.1
O -3.3891 7.1335 3.6534 1.8 -1.5 0.3
C -0.8969 4.5742 3.3486 -0.4 -0.3 0.0
C -0.6931 3.4277 2.5419 -0.1 1.0 -0.3
C -1.3990 3.3315 1.3216 0.1 -0.5 -0.8
O -1.2024 2.3497 0.3493 -0.1 -1.3 1.7
H -2.7163 4.1801 -0.1034 0.1 0.4 0.6
H -3.0814 6.3159 1.3203 0.2 -0.8 0.5
H -0.3320 4.7535 4.2884 -0.7 -0.4 -0.7
H 0.0687 2.6891 2.8065 -0.3 0.3 -0.1
C 1.5582 -4.7792 -2.4903 -0.5 -0.4 -0.4
N 1.5974 -3.6021 -1.6532 0.7 0.9 0.7
C 2.7372 -3.2254 -0.9915 0.6 -1.1 -0.6
O 3.7948 -3.8522 -1.0233 -1.2 0.9 0.2
C 2.4633 -1.9213 -0.2566 -0.5 -0.4 0.7
C 3.3591 -0.7891 -0.7188 0.4 0.3 -0.2
C 4.8301 -1.0559 -0.5198 0.3 0.1 0.1
C 5.7069 -1.0049 -1.6067 0.1 -0.3 0.2
C 7.0539 -1.3454 -1.4465 -0.1 0.0 0.4
C 7.5376 -1.6865 -0.1727 -0.2 0.0 -0.1
C 6.6733 -1.6699 0.9327 -0.1 0.1 -0.3
C 5.3219 -1.3467 0.7551 0.4 -0.1 -0.1
N 1.0398 -1.6563 -0.5356 0.5 -0.3 -0.5
C 0.4571 -0.5179 -0.0454 -0.7 0.5 1.2
C -0.8311 -0.0858 -0.1633 -0.6 -1.3 -0.5
C -1.6252 0.8511 0.7072 1.0 1.6 0.8
C -3.1256 0.8441 0.3870 -0.6 -0.6 0.3
C -4.0089 1.6154 1.1923 0.5 0.0 0.1
C -5.3436 1.7743 0.8651 0.0 -2.1 -1.7
C -5.9052 0.9144 -0.1374 2.9 0.4 0.6
N -7.2823 1.0354 -0.4360 -3.7 0.4 -0.7
O -7.8108 0.2584 -1.2665 1.3 1.3 1.6
O -7.9282 1.9407 0.1465 1.3 -1.7 -1.1
C -5.0770 0.0190 -0.8532 -0.3 1.1 0.8
C -3.6913 0.0653 -0.6551 -0.6 0.3 0.7
C 0.4527 -2.7139 -1.3991 -0.5 -0.4 -0.5
C -0.0597 -2.1748 -2.7439 0.3 0.3 0.1
C -0.6590 -3.5339 -0.7125 0.2 0.3 0.4
H 2.5542 -5.2295 -2.5453 -0.2 0.3 0.2
H 0.8617 -5.5418 -2.0987 0.2 0.3 -0.1
H 1.2380 -4.5327 -3.5189 0.1 0.0 0.4
H 2.5955 -2.1262 0.8314 0.0 0.2 -0.6
H 3.1709 -0.6179 -1.7847 -0.1 0.1 0.1
H 3.0804 0.1221 -0.1805 0.0 0.0 -0.1
H 5.3130 -0.7296 -2.5888 0.2 -0.2 0.3
H 7.7213 -1.3525 -2.3119 -0.2 0.0 0.3
H 8.5917 -1.9647 -0.0425 -0.5 0.1 -0.1
H 7.0469 -1.9191 1.9316 -0.1 0.1 -0.4
H 4.6345 -1.3364 1.6073 0.3 -0.1 -0.2
H 1.1233 0.0704 0.6317 -0.5 -0.7 -0.5
H -1.4752 -0.6529 -0.8712 0.9 0.6 0.8
H -1.4210 0.7366 1.8710 -0.5 0.3 -2.4
H -3.6712 2.1053 2.1249 0.1 -0.2 -0.9
H -5.9729 2.4687 1.3472 -0.6 0.5 0.6
H -5.5161 -0.6768 -1.5507 0.0 0.1 -0.2
H -3.1269 -0.5890 -1.3104 0.0 0.2 0.3
H 0.7852 -1.7542 -3.3144 -0.4 0.0 0.2
H -0.5023 -2.9949 -3.3230 0.0 0.3 0.1
H -0.8133 -1.3973 -2.5759 0.2 -0.2 -0.2
H -0.2144 -4.1386 0.0943 -0.3 0.3 -0.2
H -1.4217 -2.8551 -0.2970 0.2 -0.4 -0.1
H -1.1233 -4.2127 -1.4405 0.1 0.2 0.2
```
Positions in Å, forces in eV/Å.

The total energy comes out at -1753.99348 Ha. The HOMO energy comes out at -8.662 eV. For the orbital gap, the calculation gives 7.4 eV. The relative energy (zero: lowest compared OMol25 entry of this formula, charge and spin) comes out at 743.7 kJ/mol. The structure (SMILES) is CN1C(=O)[C@@H](Cc2ccccc2)N(/C=C/[C@@H](Oc2ccc([N+](=O)[O-])cc2)c2ccc([N+](=O)[O-])cc2)C1(C)C. Its total charge is 0.

Mulliken population analysis, charges in e, atoms 1 to 4: -0.16 -0.38 -0.22 0.91


Computed, not measured: the ion C5H11IN with charge +1 at a distorted geometry, with ωB97M-V with the def2-TZVPD basis set.

Geometry as XYZ:
```
18
Properties=species:S:1:pos:R:3:forces:R:3
C -1.2808 1.2714 -0.6060 -1.0 0.8 -1.9
C 0.0048 0.5583 -0.2003 1.8 1.2 0.9
C -0.4099 -0.7932 0.2811 -4.2 0.5 -2.8
C -2.1074 0.0006 -1.0285 1.6 0.8 4.8
C 0.6882 1.2016 1.0208 -0.8 2.9 0.1
N 0.1555 -2.1243 -0.0248 3.6 0.2 3.1
I -4.0035 -0.2684 -0.2383 0.3 0.0 -0.4
H -1.7704 1.9699 0.1816 0.8 -1.5 -1.3
H -1.1165 1.8859 -1.6018 -0.4 -0.8 2.2
H 0.6377 0.5686 -1.1072 0.1 -0.4 0.6
H -0.9138 -0.7184 1.2307 0.2 -0.7 0.3
H -1.8887 -0.3809 -1.9569 0.2 -1.0 -2.1
H 1.5208 0.6298 1.4174 0.2 0.2 -0.1
H -0.0618 1.3821 1.8461 0.5 -0.9 -0.7
H 0.9253 2.3058 0.8297 0.5 -1.6 0.0
H 0.3507 -2.6535 0.9241 -0.3 1.1 -2.3
H 1.0256 -2.1995 -0.6181 -0.4 0.9 1.1
H -0.3995 -2.6973 -0.5550 -2.8 -1.7 -1.4
```
Positions in Å, forces in eV/Å.

The total energy comes out at -549.15761 Ha. The HOMO energy (alpha / beta) comes out at -11.945 / -12.071 eV. For the orbital gap (alpha / beta), the calculation gives 7.9 / 8.0 eV. The relative energy (zero: lowest compared OMol25 entry of this formula, charge and spin) comes out at 380.3 kJ/mol. Its total charge is +1.

Mulliken population analysis, charges in e, atoms 1 to 4: -0.70 0.56 -0.90 -0.52


Computed, not measured: a structure of composition C5H10O2 at a distorted geometry, with ωB97M-V with the def2-TZVPD basis set.

Geometry as XYZ:
```
17
Properties=species:S:1:pos:R:3:forces:R:3
C 1.7038 0.7171 -0.7137 -0.2 -0.1 0.0
C 1.2427 -0.5054 0.0475 -2.1 -0.8 -1.9
C 0.6477 -0.3863 1.4017 -3.1 -0.9 -0.2
O -0.8674 -0.9238 1.2193 3.5 2.0 1.7
C -1.2674 -0.7712 -0.1183 -1.0 -0.7 1.2
C -1.8864 0.5881 -0.4690 0.2 -0.1 0.2
O -0.2508 -1.1628 -0.9266 2.4 1.0 1.3
H 1.5033 0.5346 -1.7711 0.1 0.1 0.1
H 2.7798 0.9192 -0.6090 -0.2 -0.3 0.2
H 1.1701 1.6220 -0.4032 0.0 -0.2 0.0
H 1.8169 -1.4062 -0.1310 0.1 0.1 0.0
H 0.5936 0.6360 1.8016 0.1 -0.4 -0.2
H 0.9754 -1.1198 2.1387 0.3 0.3 -0.2
H -2.0474 -1.5368 0.1737 -0.2 0.1 -2.3
H -1.1879 1.3963 -0.2211 -0.1 -0.1 -0.1
H -2.1276 0.6621 -1.5374 0.1 -0.2 0.3
H -2.7984 0.7368 0.1178 0.1 0.0 -0.1
```
Positions in Å, forces in eV/Å.

The total energy comes out at -346.88907 Ha. The HOMO energy comes out at -9.351 eV. For the orbital gap, the calculation gives 10.2 eV. The relative energy (zero: lowest compared OMol25 entry of this formula, charge and spin) comes out at 358.0 kJ/mol. Its total charge is 0.

Mulliken population analysis, charges in e, atoms 1 to 4: -1.17 0.36 -0.51 -0.42